No. 1
Density functional theory data (ωB97M-V with the def2-TZVPD basis set) for an isolated ion of composition C3H8N3S and charge +1 at a distorted geometry.

Structure (XYZ):
```
15
Properties=species:S:1:pos:R:3:forces:R:3
S 1.4288 1.1239 1.4293 0.3823 -1.5068 -0.9117
N 0.4681 -1.3123 1.8194 0.9049 0.4570 0.7618
N -0.7649 -0.7233 -1.5517 0.0305 -0.2942 -0.0437
N 0.2862 2.1095 1.6892 -1.3490 0.8294 -0.1353
C 0.9345 0.5761 -0.2696 0.1539 0.0876 0.7166
C -0.2659 -1.3397 0.8401 -0.7059 0.2034 -1.4743
C -0.3751 -0.1962 -0.1892 0.3944 0.4744 0.9301
H 0.3588 2.6402 2.5461 0.2390 0.0012 0.3072
H 0.8282 1.4682 -0.8858 0.1389 0.0611 0.0374
H 1.7591 -0.0521 -0.6083 -0.0149 -0.0696 -0.1336
H -1.1674 0.4746 0.1605 -0.0123 -0.0812 -0.2469
H -1.2245 -1.6412 -1.4425 0.0419 0.3111 -0.2088
H 0.0827 -0.8595 -2.1211 -0.3390 -0.0301 0.0509
H -1.4018 -0.0898 -2.0528 0.2097 -0.2066 0.1157
H -0.9470 -2.1783 0.6362 -0.0745 -0.2368 0.2347
```
Positions in Å, forces in eV/Å.

Values from the calculation:
net charge: +1
HOMO (alpha / beta): -0.4338 / -0.4853 hartree
frontier orbital gap (alpha / beta): 7.1 / 9.2 eV

***

No. 2
Density functional theory data (ωB97M-V with the def2-TZVPD basis set) for C21H26CoN6S as an isolated structure.

Structure (XYZ):
```
55
Properties=species:S:1:pos:R:3:forces:R:3
Co -0.6482 0.4383 -1.6532 -0.1167 0.2475 0.1665
S -1.2878 -3.8525 3.2403 0.1501 -0.0532 -0.0908
N 0.6674 1.5612 -0.9132 -0.0360 -0.0830 0.2154
N -0.8748 -0.8236 -0.1205 0.1464 -0.1049 -0.1317
N 2.4959 -0.0499 -3.0368 -0.0084 0.0332 0.0338
N 1.0341 -1.8964 6.6331 -0.0058 -0.0053 0.0011
N -0.9598 0.7068 -3.9241 0.1223 -0.1347 -0.1015
N -1.5514 2.1555 -1.8910 -0.0472 0.0095 -0.0189
C 2.8491 2.1227 -0.2576 0.0060 0.0118 -0.0363
C -1.0912 -2.6617 1.9828 -0.0527 0.0162 0.1072
C -2.2780 0.4063 -3.3700 0.0052 0.0246 -0.0048
C 1.9707 1.2601 -0.8971 -0.0053 0.0242 -0.0695
C -1.0518 -2.1400 -0.3522 -0.0741 -0.0428 0.0312
C 1.4959 0.5623 -3.8936 0.0096 0.0030 0.0044
C 1.0009 -3.1259 4.5788 0.0010 0.0097 0.0014
C -0.9133 -1.2942 2.2256 0.1251 -0.0004 -0.0017
C -0.7994 -0.4297 1.1664 0.0059 -0.0080 -0.0337
C 0.1709 -0.2389 -3.9872 0.1021 -0.1453 0.1218
C 1.6607 -2.5118 5.6343 0.0085 0.0010 -0.0048
C 2.3515 3.2653 0.3504 0.0003 0.0096 0.0017
C -1.3394 2.8631 -0.6126 0.0058 0.0387 -0.0435
C -1.0566 -2.4716 5.6181 -0.0224 -0.0345 -0.0013
C -0.3856 -3.0835 4.5717 -0.1085 0.0582 0.0498
C 2.3526 -0.0443 -1.5865 0.0216 -0.0106 0.0082
C 0.1587 2.6855 -0.3648 0.0006 0.0018 -0.0204
C -0.2940 -1.8921 6.6268 0.0032 -0.0016 0.0015
C -2.7825 1.6255 -2.5089 0.0116 0.0182 -0.0031
C 0.9911 3.5638 0.2927 -0.0024 0.0125 -0.0378
C -1.1572 -3.0753 0.6477 -0.1145 0.0187 -0.0430
H -2.1373 -2.4538 5.6605 0.0026 0.0191 -0.0112
H -1.1000 -2.4540 -1.3893 0.0074 0.0002 0.0015
H -0.8580 -0.9130 3.2359 0.0089 0.0036 -0.0104
H -0.7791 -1.4034 7.4635 0.0029 -0.0006 -0.0005
H 3.4252 0.2316 -3.3109 0.0046 -0.0323 -0.0249
H 1.2386 1.5872 -3.5862 -0.0139 -0.0035 -0.0002
H 3.2977 -0.3949 -1.1743 -0.0050 0.0007 0.0096
H -1.6061 3.9195 -0.6616 -0.0133 -0.0026 0.0180
H -1.0193 2.6376 -2.6076 -0.0031 0.0011 -0.0091
H 0.1549 -0.9068 -4.8509 -0.0180 0.1114 -0.0857
H -0.9850 1.2951 -4.7473 -0.1013 0.0384 0.0299
H 1.6104 -0.7947 -1.2831 -0.0131 0.0103 -0.0171
H -1.2832 -4.1194 0.3958 0.0077 -0.0007 -0.0065
H 3.9063 1.8964 -0.2317 -0.0014 -0.0005 -0.0002
H 2.7436 -2.5228 5.6801 -0.0019 0.0023 0.0028
H 0.5991 4.4695 0.7347 0.0029 -0.0028 0.0049
H -3.0361 0.1135 -4.0988 -0.0125 -0.0250 0.0239
H -3.4686 1.2845 -1.7346 -0.0271 -0.0006 -0.0248
H 1.9369 0.6409 -4.8862 0.0095 0.0042 0.0046
H -0.6470 0.6274 1.3420 0.0097 -0.0015 0.0069
H 3.0254 3.9404 0.8612 -0.0005 -0.0002 0.0000
H -2.1852 -0.5005 -2.7273 0.0328 0.0192 0.0371
H -1.9407 2.3970 0.1706 0.0214 -0.0264 -0.0014
H 0.1218 -0.9346 -3.1290 -0.0648 -0.0448 -0.0329
H 1.5530 -3.6322 3.7984 -0.0004 0.0032 -0.0022
H -3.2960 2.3646 -3.1235 0.0347 0.0133 -0.0130
```
Positions in Å, forces in eV/Å.

Values from the calculation:
multiplicity: 2
net charge: +2
⟨S²⟩: 1.05
HOMO (alpha / beta): -0.5193 / -0.5193 hartree
frontier orbital gap (alpha / beta): 7.1 / 8.0 eV

***

No. 3
Density functional theory data (ωB97M-V with the def2-TZVPD basis set) for a 3-piece molecular cluster, C21H51B2FIO15P4 overall at a distorted geometry.

Structure (XYZ):
```
95
Properties=species:S:1:pos:R:3:forces:R:3
I -7.5956 -5.5664 -0.2779 -0.1931 -0.0312 0.0451
P 1.2681 -0.5653 -1.9761 -0.2188 -2.1535 1.5246
P -4.4071 -4.7972 -1.3196 -1.6055 -0.7030 -1.2488
P -4.2236 -1.3265 1.2401 1.8616 -1.2029 0.4487
P 6.3113 4.9498 -0.1683 -0.0553 -1.5939 2.0884
F -6.8447 -0.2813 1.8801 0.0011 -0.0450 0.0032
O 5.8489 6.4339 0.1034 -0.0405 0.2546 -0.8844
O -5.0916 -4.6830 1.3944 0.0858 0.0674 -0.1427
O -4.5703 -5.1372 4.3080 0.4384 0.1267 -0.2275
O 2.7944 -0.9972 -1.7954 0.1845 0.5287 -0.2685
O 7.8509 4.9360 0.2374 0.1293 0.4550 -0.4391
O 0.7318 -0.8877 -3.2996 0.0995 1.0704 -0.4504
O -3.7684 -3.5297 -2.1255 0.5552 -0.1814 0.8534
O -6.0420 -2.8935 0.3151 0.1346 -0.0185 -0.3864
O 5.6507 4.3244 1.1359 -0.0458 0.2702 -0.0906
O -5.0119 -5.7127 -2.3120 0.0715 -0.0202 0.0134
O -3.0783 -5.5134 -0.6855 0.1960 0.7765 0.1957
O 0.5771 -1.4229 -0.8361 -0.0737 0.3146 0.1195
O -6.7081 -4.1237 2.9394 -0.0551 0.3961 0.0523
O 1.1801 0.8221 -1.2248 -0.0733 0.5362 -0.7618
O 6.0153 4.1412 -1.3537 -0.0569 0.8646 -0.7475
C -9.4651 -1.5419 2.3460 -0.0278 -0.4156 -0.0348
C 8.8787 4.6148 -0.7091 0.3134 -0.1989 -0.1178
C -4.3195 -0.7209 -0.4864 -0.1992 0.4365 0.0721
C -5.6887 -2.4067 1.6356 -1.7618 0.0952 -1.6429
C -6.9569 -1.6668 2.1444 0.2723 -0.3216 0.3870
C 3.6620 -1.1934 -2.9174 0.2498 -0.1982 -0.2017
C -0.0038 -3.7333 -1.2746 0.2329 -0.1213 0.0001
C 6.0599 7.4051 -2.1482 -0.0044 -0.1255 -0.0308
C -5.4314 -3.7525 2.3770 -0.0381 0.0026 0.7624
C 5.6007 1.9058 1.3607 0.1737 0.0763 0.0649
C -0.5070 -2.3177 -1.1155 -0.2622 -0.3653 -0.1879
C 1.8694 1.9805 -1.7194 0.1016 0.3196 -0.0053
C 9.5681 5.8565 -1.2325 -0.1144 0.1011 0.0471
C 4.5729 -0.0040 -3.1396 -0.0897 0.0858 0.0806
C 6.3545 7.5372 -0.6685 0.0317 0.2414 -0.0714
C -3.1301 -3.0768 3.9510 0.0291 -0.0792 0.2801
C -4.1254 0.0959 2.4061 -0.5013 -0.0345 0.1736
C 4.8166 3.1641 1.0548 -0.2332 -0.3907 0.0636
C -8.2700 -2.1072 1.5359 -0.5223 0.6011 0.4329
C 1.4303 2.3834 -3.1121 -0.0253 -0.1253 -0.0898
C -1.9508 -3.3130 2.9721 0.0597 0.2859 0.0892
B -4.3663 -3.9672 3.5684 0.0561 0.0757 -0.0176
B -5.7350 -4.2729 0.1303 1.2773 0.2605 0.6575
H 0.3644 2.6108 -3.1249 0.0020 -0.0009 0.0053
H 4.3465 3.1008 0.0739 0.1120 0.0634 -0.0580
H 4.0249 3.2971 1.7924 0.0394 0.1211 0.0075
H -1.3428 -4.1564 3.3052 -0.0989 -0.1089 -0.1145
H -3.1453 0.1039 2.8822 0.0924 0.1208 -0.1988
H 4.9830 1.0217 1.1986 -0.0179 0.0150 -0.0057
H -7.0055 -1.7750 3.2325 0.0405 0.1874 -0.0070
H 0.3950 -4.0973 -0.3266 -0.0854 -0.0366 0.0204
H -4.1995 0.3658 -0.5064 -0.2755 0.0207 0.0104
H -1.2004 -2.2795 -0.2770 0.0656 0.2407 0.2104
H -3.3746 -2.0145 4.0244 0.0085 0.0085 -0.2261
H 8.8810 6.4709 -1.8170 0.0146 -0.0254 -0.0350
H 2.9472 1.8092 -1.6675 -0.0075 -0.1142 -0.0472
H 8.4695 4.0238 -1.5294 -0.1476 0.0280 0.0560
H -10.1172 -0.9206 1.7322 0.0840 0.1492 0.0701
H -1.0547 -1.9850 -1.9995 0.1887 0.0638 -0.0944
H 1.9826 3.2660 -3.4372 0.0187 0.0202 0.0563
H 5.1347 0.2341 -2.2352 0.0115 -0.0197 -0.0028
H 5.8642 8.4207 -0.2638 -0.0545 -0.0611 0.0758
H -3.4580 -1.1313 -1.0081 -0.0627 -0.0831 -0.0176
H -2.8318 -3.4571 -1.9043 0.0256 0.2002 -0.0992
H 3.0808 -1.4096 -3.8148 -0.1315 0.0370 0.0794
H 5.9386 1.9096 2.3977 -0.0141 -0.0110 0.0007
H 5.2799 -0.2205 -3.9418 0.0007 -0.0233 0.0043
H 4.9851 7.3528 -2.3210 0.0017 0.0041 0.0013
H 10.4004 5.5763 -1.8791 0.0043 -0.0212 0.0100
H -2.7895 -3.3864 4.9441 -0.0973 0.1022 0.0610
H 6.4597 8.2640 -2.6883 -0.0004 0.0381 0.0412
H -3.3930 -6.3089 -0.2442 0.0753 -0.1227 0.0880
H -4.3400 1.0568 1.9372 0.0245 -0.0143 -0.0124
H -4.8573 -0.0462 3.2029 -0.0279 0.0773 -0.0292
H 4.0027 0.8811 -3.4256 0.0124 -0.0102 -0.0438
H 1.6424 2.7824 -1.0180 -0.0673 -0.1022 0.1019
H 6.5046 6.4997 -2.5656 -0.0022 0.0275 -0.0013
H -5.2085 -1.0475 -1.0198 -0.0984 0.1320 0.0966
H -1.2995 -2.4362 2.9594 0.0265 -0.0332 -0.0064
H -8.3245 -1.6988 0.5285 0.2036 -0.3172 -0.1317
H -4.2020 -5.8942 3.8456 -0.2361 -0.2918 -0.0327
H 1.6037 1.5830 -3.8340 0.0054 0.0269 0.0099
H -6.7485 -5.0825 2.8791 0.0136 -0.1303 0.0035
H -10.0833 -2.3651 2.7117 -0.0003 0.0362 0.0496
H 9.5945 3.9869 -0.1779 -0.0465 0.0168 0.0776
H -8.3425 -3.1869 1.5222 0.2278 -0.0099 -0.2787
H 7.4238 7.6499 -0.4767 0.0167 -0.1306 0.0109
H 6.4857 1.8408 0.7259 -0.0729 -0.0351 -0.0974
H 4.2558 -2.0798 -2.6902 -0.0368 -0.0008 0.0773
H -0.8121 -4.3953 -1.5894 0.0142 -0.0512 0.0893
H -2.2833 -3.4578 1.9462 0.0045 -0.1379 0.0210
H 0.8025 -3.8002 -2.0073 -0.1031 0.1203 -0.1260
H 9.9525 6.4626 -0.4114 0.0225 -0.0244 0.0045
H -9.1419 -0.9768 3.2215 -0.0297 0.1426 -0.0824
```
Positions in Å, forces in eV/Å.

Values from the calculation:
net charge: -1
HOMO: -0.1782 hartree
frontier orbital gap: 6.5 eV

***

No. 4
Density functional theory data (ωB97M-V with the def2-TZVPD basis set) for a 4-piece molecular cluster, C20H37F3NO10PSi overall at a distorted geometry.

Structure (XYZ):
```
73
Properties=species:S:1:pos:R:3:forces:R:3
P -0.6804 -3.3562 1.7717 3.4991 -2.6053 -0.1566
Si -1.8913 -1.5099 1.5949 0.7902 2.2370 -0.9109
F -4.5890 -0.8012 1.9171 1.3673 -1.7833 0.4741
F -3.7251 -2.0707 3.5576 -0.2872 -0.2242 -2.2207
F -4.2846 -2.9807 1.4916 0.8395 1.6908 1.7195
O -1.6224 -4.7377 1.5113 0.8821 1.9395 1.5003
O 3.7374 1.1201 -0.5332 0.5346 0.4039 0.3058
O -4.3734 -0.6073 -2.9038 0.3117 -0.8196 -0.0764
O -0.1191 -3.4045 3.3940 -1.7869 -0.0770 -1.8149
O 5.0418 1.5268 1.2680 -0.2083 0.0059 -0.3422
O 0.5642 -3.3813 0.8934 -2.8648 0.3108 1.6315
O 0.2699 3.2292 -0.9863 -0.5175 -0.4041 -0.2320
O 1.1936 -1.5524 -2.2400 0.1355 -0.2069 -0.5291
O -1.6796 2.1720 -1.4677 0.6271 0.2753 0.3746
O 2.7919 -2.8707 -3.1456 -0.2301 0.2409 -0.0041
N -1.7622 3.4821 1.6257 0.1279 -0.9897 -0.0385
C -3.0784 -1.1335 -2.5641 0.4633 -0.3607 0.5852
C -3.0683 -1.4701 -0.9946 -0.1257 0.4364 -0.3814
C 0.9441 3.7790 -3.1618 0.2960 0.0652 -0.4996
C -3.7077 -1.8758 2.1507 -1.8296 0.1818 0.1460
C 2.2778 -2.0638 -2.1794 -0.6431 0.1716 0.5193
C -0.5207 3.3957 -3.1969 0.4326 -0.0748 -0.2457
C 3.8571 1.2775 0.6523 -0.2558 -0.2906 -0.5403
C -1.2212 -0.1791 2.8271 -0.8033 -0.5453 0.9921
C -2.0790 1.1762 2.7344 1.6274 0.4718 -0.3858
C -5.3921 -1.6094 -2.8450 -1.0898 -0.1032 -0.2182
C 4.5345 -2.4315 -1.6452 0.4724 0.1452 0.2654
C 4.8455 1.5506 2.6885 0.2202 0.0397 0.4458
C 2.7503 1.1842 1.6678 -0.0764 0.3724 0.3783
C 4.0513 -3.3954 -2.7061 0.3439 -0.2811 -0.0989
C 3.2359 -1.9514 -1.0283 0.5443 0.0211 0.0822
C -0.7368 2.8388 -1.8153 -0.6149 -0.1479 0.1724
C 3.3743 1.8442 2.8815 -0.3531 0.1497 0.4097
C 1.1608 4.0977 -1.7001 0.4659 0.2983 0.0677
C -1.7565 -0.9520 -0.2388 -0.9444 -0.6645 -0.5397
C -1.0739 2.3705 2.3298 -0.4160 -0.5507 0.5495
H 0.9059 5.1334 -1.4570 -0.0443 -0.0640 0.0227
H 3.8905 -4.4027 -2.3111 -0.0348 0.0499 -0.0123
H 2.1880 3.9040 -1.3885 -0.1741 -0.0894 0.1820
H 1.5554 2.9184 -3.4480 -0.0222 0.0855 0.0556
H 4.7389 -3.4535 -3.5510 -0.2540 -0.0260 -0.0841
H -2.1156 -4.8939 2.3475 0.1400 -0.1748 -0.7612
H 5.0506 -1.5892 -2.1158 -0.0189 -0.0764 0.0311
H 2.5212 0.1305 1.8483 -0.0619 0.0017 -0.1547
H -1.7555 0.1867 -0.2753 0.2966 -1.4539 -0.0946
H 2.9829 1.4780 3.8315 0.1034 0.0143 -0.0383
H -2.5355 3.8309 2.2027 0.4224 -0.2162 -0.1638
H -5.1888 -2.5132 -3.5109 -0.0182 1.1529 0.6472
H -5.6045 -2.0079 -1.8055 0.4764 0.5178 -0.9247
H -2.8447 1.1146 1.9031 0.5989 0.1061 1.1554
H -1.1665 4.2659 -3.3340 -0.1045 -0.1248 0.0002
H -0.8802 -3.2651 3.9919 0.4826 -0.0409 -0.0836
H -0.6002 2.7907 3.2684 -0.4046 -0.5514 -0.9748
H -0.8633 -1.4278 -0.7682 -0.8142 0.9270 0.9696
H 1.1979 4.6067 -3.8252 0.0155 -0.0142 0.1130
H -0.1020 -0.0299 2.7004 -1.3796 -0.0946 0.0719
H -2.8772 -2.0426 -3.2170 -0.1790 0.7976 0.9098
H 3.3128 -0.9219 -0.6819 -0.3417 -0.2526 -0.0405
H 5.4785 2.3194 3.1329 0.1060 -0.1028 -0.2273
H 5.2199 -2.8871 -0.9290 -0.0353 -0.0461 -0.1003
H -1.3874 -0.6287 3.8599 0.4374 0.5125 -1.1069
H 5.1324 0.5771 3.0963 -0.0107 0.0305 -0.0541
H 3.2029 2.9239 2.8407 0.0268 -0.0838 0.0301
H -2.1982 3.0487 0.8001 0.2257 0.4867 0.2277
H -2.2470 -0.3911 -2.8079 -1.4620 -0.6117 0.3397
H -2.5227 1.4601 3.7359 0.1025 -0.6293 -1.2895
H 1.8632 1.7179 1.3297 0.0287 -0.2901 -0.2302
H -6.3534 -1.1053 -3.1936 1.3018 -0.6856 0.3553
H 2.9008 -2.6079 -0.2209 -0.1903 0.0655 -0.0473
H -0.7227 2.6435 -3.9581 -0.3243 0.0954 0.1304
H -3.2402 -2.5824 -0.8455 0.2622 1.2953 -0.0474
H -3.9589 -0.9018 -0.5617 1.0414 -0.8673 -0.5993
H -0.2460 1.8917 1.7119 -1.1281 1.0285 0.4085
```
Positions in Å, forces in eV/Å.

Values from the calculation:
structure (SMILES): COCCC[Si@@](CCCN)(C(F)(F)F)P(=O)(O)O.O=C1CCCO1.O=C1CCCO1.O=C1CCCO1
net charge: 0
HOMO: -0.3387 hartree
frontier orbital gap: 9.5 eV

***

Taking the records one at a time from the top gives total energy values of -681.18178; -2924.74545; -3772.55464; -2521.95934 a.u..